[1]
Below is a molecular structure, C27H39B3BeBr3CaClCsF10N3O18S3 at a distorted geometry, with properties calculated with ωB97M-V/def2-TZVPD.

The geometry in XYZ format:
```
110
Properties=species:S:1:pos:R:3:forces:R:3
H -5.279 -2.946 1.394 -0.10 -0.12 -0.23
F 4.984 2.309 -2.417 -1.18 0.20 0.62
C -6.022 -2.904 2.185 0.21 0.12 0.20
C -2.192 -4.193 -7.653 -0.26 0.09 -0.26
H -4.490 1.705 3.579 -0.12 0.02 0.02
H 3.282 -0.519 2.888 0.13 0.12 -0.06
C -2.895 0.458 1.301 -0.40 0.42 0.63
O -2.563 -2.716 -5.889 -0.24 0.00 -0.42
Ca 0.713 2.343 2.345 1.57 0.02 0.09
S -2.589 -4.160 -5.211 0.62 0.02 0.48
H -8.357 6.594 1.400 0.28 0.21 0.03
C -2.231 2.070 -0.675 0.47 -0.47 0.65
H -2.998 2.846 -0.590 -0.26 -0.41 -0.71
H 1.519 -1.974 0.849 0.29 -0.05 -0.26
F 4.463 3.089 0.304 -0.76 -0.25 -1.25
H -6.036 -1.445 3.814 -0.10 0.01 0.14
F 3.316 3.146 2.297 -1.35 -0.19 -0.25
F -3.656 3.231 5.380 0.02 -0.58 0.31
F -1.318 3.692 5.730 0.43 -0.20 0.37
C -5.389 -2.217 3.408 -0.22 0.07 -0.57
H 2.089 -0.270 0.754 0.33 -0.25 -0.34
Cl 0.468 -5.227 -4.708 1.91 -0.77 -0.35
Br -4.936 3.966 0.849 -4.28 -2.29 -2.37
C -8.025 6.067 2.324 -0.67 0.13 0.13
H 0.079 -1.392 2.781 -0.09 -0.11 0.00
H -5.201 -2.955 4.181 0.15 0.09 0.22
O 5.914 0.363 -4.644 -0.51 0.21 0.39
B 3.594 2.402 1.129 2.01 0.29 2.20
C 1.799 -1.089 1.411 -0.64 0.42 1.17
H -4.708 1.114 -0.505 -0.11 -0.02 0.03
F 5.779 0.978 -0.936 -0.31 0.05 0.13
B -2.630 -1.715 -1.145 -1.21 -0.76 -0.75
H -6.903 -2.376 1.833 -0.03 0.10 -0.11
H 0.262 -0.360 -0.697 -0.06 -0.02 -0.24
H -8.165 4.992 2.057 0.32 -0.11 0.20
H 0.902 0.145 2.946 -0.30 -0.55 -0.17
C 9.218 -3.596 -1.781 0.20 -0.23 -0.40
O -1.762 -0.195 1.897 0.09 0.06 -0.46
H -2.906 1.019 3.986 -0.20 -0.24 0.06
F -0.782 2.036 4.423 0.01 0.45 -0.36
H -9.150 7.430 3.623 0.14 0.02 -0.01
N -4.003 0.524 -0.942 -0.03 -0.44 0.22
C -4.153 -0.352 1.694 0.08 -0.69 0.08
H -2.140 -3.205 0.190 -0.22 -0.04 0.68
H -3.924 0.833 -1.906 -0.06 -0.01 -0.08
C 2.912 -1.426 2.413 -0.39 -0.12 -0.42
H -0.106 1.840 -0.853 0.01 -0.70 -0.80
C -0.553 0.013 1.236 0.04 -1.23 1.71
C -0.604 -0.672 -0.114 1.16 0.75 -0.15
C 8.841 -2.633 -0.641 -0.05 0.36 0.32
S 6.591 0.235 -3.381 1.15 -0.70 -1.68
H -0.903 3.167 -1.842 0.30 0.56 0.53
O 7.720 1.094 -3.199 -0.30 0.33 0.48
F 4.102 1.190 1.463 -0.42 -0.29 -0.22
O -2.177 -5.007 -6.469 0.18 0.10 -0.06
N -2.925 -2.646 -0.117 0.57 0.54 -0.31
Cs -2.960 5.817 0.750 2.72 4.18 -3.35
O -6.819 6.410 2.807 0.73 -0.19 -0.30
O 6.654 -1.075 -2.814 -0.29 0.04 0.32
H -8.954 5.801 4.294 0.13 0.01 0.01
B 11.012 -2.290 -1.242 0.21 0.00 -0.13
S -3.762 -1.497 3.064 0.14 0.05 0.37
F 4.128 0.364 -2.153 -1.14 0.52 0.64
C 12.774 -0.944 -1.781 -0.07 0.28 -0.27
C 4.795 -2.908 1.307 0.48 -0.38 -0.28
C -3.419 1.819 3.454 0.77 0.69 -0.20
Br -0.552 4.563 3.343 0.90 -0.03 0.22
H -2.209 -2.022 -7.828 -0.23 0.07 0.17
H 2.444 -2.012 3.207 0.17 -0.23 0.08
H -10.108 6.089 2.986 0.01 0.00 -0.02
N -1.857 -0.378 -0.892 0.74 -0.68 1.10
C -2.735 0.668 -0.263 -0.24 1.12 0.28
O 11.492 -1.147 -2.044 0.05 -0.31 0.31
H -2.322 -2.575 -2.810 -0.54 -0.49 -0.56
C 3.973 -2.179 1.765 -0.41 0.25 0.66
C 13.221 -1.994 -0.745 0.16 -0.26 0.26
H -6.317 -3.924 2.411 -0.05 -0.09 0.07
O 13.464 -0.094 -2.263 0.09 0.00 0.05
H -3.795 2.419 1.411 1.01 -0.14 0.31
O 8.500 -4.409 -2.283 -0.15 -0.03 0.11
O 14.318 -2.103 -0.279 0.06 0.08 -0.03
C -1.471 3.230 4.529 -1.12 0.60 0.04
O -2.959 -1.932 -2.443 0.82 0.80 0.02
H -0.454 -1.730 0.062 -0.45 -0.20 -0.08
H -4.510 -0.982 0.890 0.02 0.15 -0.24
C -1.870 -2.803 -7.154 0.51 0.03 0.01
O -3.920 -4.481 -4.842 -0.20 0.08 0.25
C -1.015 2.352 -1.140 -0.15 0.51 -0.09
C -3.002 1.843 1.941 -0.48 -0.59 1.47
O 7.774 -2.563 -0.094 -0.21 -0.15 0.11
C -3.034 3.122 4.201 -0.04 0.31 -1.19
H 5.545 -3.557 0.921 0.25 0.08 -0.24
H -3.678 -3.241 -0.438 0.18 -0.37 0.00
O 9.897 -1.893 -0.353 -0.08 -0.29 -0.28
Br -3.538 4.760 3.202 -0.59 -1.50 5.17
H -1.463 -4.557 -8.370 0.12 -0.19 0.21
Be 3.547 1.915 -1.250 1.04 0.14 -1.15
H -0.403 1.109 1.162 -0.30 -0.30 -1.09
O 10.483 -3.370 -2.103 -0.20 0.28 0.38
O 12.177 -2.756 -0.455 -0.23 0.25 -0.26
H -2.031 2.363 1.940 0.04 0.15 -0.64
H -0.802 -2.686 -6.966 0.01 -0.06 0.00
C 0.551 -0.617 2.186 0.02 1.19 -1.10
H -1.573 -0.048 -1.815 -0.14 0.17 -0.04
F 2.336 2.205 0.416 -0.93 0.04 -0.01
C -9.123 6.369 3.379 -0.36 -0.17 -0.12
H -3.191 -4.245 -8.091 -0.01 0.01 0.01
H -4.959 0.322 1.974 -0.05 0.11 0.01
C 5.373 0.975 -2.196 2.05 -0.45 -0.01
O -1.521 -4.202 -4.240 -2.59 1.04 0.29
```
Positions in Å, forces in eV/Å.

Calculated values
E_LUMO	-5.4	eV
orbital gap	1.192	eV
charge	0
max |F|	6.01	eV/Å



[2]
Below is C2H2BrCl in the gas phase at a distorted geometry, with properties calculated with ωB97M-V/def2-TZVPD.

The geometry in XYZ format:
```
6
Properties=species:S:1:pos:R:3:forces:R:3
C -0.025 -0.503 0.344 0.01 4.05 -3.05
H 0.542 1.552 -0.343 0.91 1.20 1.29
H -0.144 0.600 -1.608 -0.23 -0.84 -0.50
Cl -0.880 -2.032 -0.010 1.01 1.57 0.05
Br 0.324 -0.227 2.209 0.01 -0.24 -0.83
C 0.183 0.610 -0.591 -1.72 -5.74 3.05
```
Positions in Å, forces in eV/Å.

Calculated values
E_LUMO	0.3	eV
energy relative to the best compared isomer or geometry (same formula, charge and spin)	13.61	kcal per mole
orbital gap	9.719	eV
charge	0
max |F|	6.72	eV/Å
structure (SMILES)	C=C(Cl)Br



[3]
Below is a molecular structure, C22H29F15O12Pb at a distorted geometry, with properties calculated with ωB97M-V/def2-TZVPD.

The geometry in XYZ format:
```
79
Properties=species:S:1:pos:R:3:forces:R:3
C 23.173 -3.577 -17.656 0.43 -1.28 0.14
F 26.972 -1.738 -18.374 1.16 -0.19 -0.16
C 23.367 -2.314 -16.854 -0.85 -0.39 1.14
H 24.152 -2.243 -16.102 0.80 -0.27 -0.68
O 27.513 -0.476 -15.875 3.65 -2.32 -2.71
H 22.514 -2.048 -16.229 -0.49 -0.34 -0.23
F 24.952 1.571 -19.190 -1.32 -1.00 0.15
H 24.107 -0.385 -12.287 0.01 0.62 -0.03
C 23.294 4.574 -17.819 -0.32 0.12 1.25
O 27.701 4.834 -16.760 1.45 -3.69 -3.35
F 22.720 3.629 -18.517 -1.40 -0.73 -0.53
C 22.328 0.351 -13.912 2.11 0.42 2.11
F 27.736 2.900 -19.517 0.19 0.64 0.90
C 24.171 -0.218 -17.810 0.87 0.12 4.17
F 29.253 4.339 -18.849 -0.71 -1.08 0.59
C 27.984 -2.140 -17.570 0.79 1.64 0.65
C 21.040 0.561 -14.724 -0.41 -0.71 1.23
H 26.500 4.070 -12.097 -0.34 0.68 -0.70
H 32.006 0.838 -14.533 -0.34 -0.10 -0.01
F 24.453 4.752 -18.406 1.38 0.54 0.34
O 29.772 -0.793 -16.541 -2.67 -1.26 -0.47
F 22.609 5.713 -17.868 -0.14 -0.11 -0.15
H 27.217 4.436 -14.816 0.87 -0.03 0.24
C 27.590 6.551 -15.280 0.08 1.32 0.91
H 27.805 1.387 -11.645 -0.16 -0.15 0.56
F 21.182 1.536 -15.599 -0.27 0.45 0.23
O 25.042 2.580 -12.545 1.99 -0.38 -0.86
H 30.082 1.172 -16.134 -0.32 0.04 0.40
H 29.680 0.127 -14.688 -0.74 0.49 -0.36
F 27.544 -3.106 -16.846 -1.51 -2.23 1.38
H 24.591 5.258 -13.298 0.01 -0.19 -0.49
C 31.668 0.077 -15.237 0.38 -0.67 -1.69
H 31.852 -0.934 -14.876 0.22 0.13 0.16
O 23.426 0.487 -14.410 -1.91 -0.61 -0.03
F 22.779 1.062 -19.254 1.08 -0.33 0.10
H 22.342 -3.527 -18.360 -0.18 0.33 0.33
H 23.241 0.364 -10.920 -0.12 0.32 -0.41
H 23.776 -2.089 -10.663 0.22 0.31 0.02
O 26.898 2.682 -16.712 2.14 1.43 -1.33
C 26.240 3.035 -11.876 0.49 -0.58 -1.09
O 24.799 0.217 -16.793 -2.63 -2.30 -5.18
C 30.233 0.221 -15.623 -1.05 0.70 1.50
H 26.848 7.348 -15.238 -0.44 -0.33 0.40
C 23.527 5.485 -13.230 0.02 -0.61 -0.30
H 22.077 -1.812 -10.542 -0.24 0.03 -0.29
Pb 25.739 1.453 -14.757 2.17 1.35 3.33
C 23.390 4.043 -16.339 -0.10 -0.40 3.52
H 26.031 3.122 -10.809 0.23 -0.67 0.48
F 29.296 2.231 -18.225 0.68 -0.16 0.20
H 25.975 5.083 -15.643 -0.29 0.57 -0.79
H 32.170 0.224 -16.193 0.90 -0.16 0.23
C 23.154 -0.323 -11.762 2.24 -1.75 1.15
C 28.400 -1.042 -16.578 -0.61 3.83 2.80
O 27.892 1.974 -13.576 -1.64 0.48 0.06
H 24.031 -3.828 -18.280 0.31 0.43 0.06
H 23.050 -4.477 -17.054 -0.25 0.18 0.32
F 29.065 -2.600 -18.166 0.05 0.06 -1.71
O 23.421 -1.340 -17.854 1.56 3.25 -1.64
H 23.347 6.496 -13.596 -0.14 0.00 0.12
H 28.140 6.531 -14.339 -0.14 0.13 0.07
O 24.051 3.048 -16.052 -1.55 2.40 -1.11
C 28.513 3.267 -18.463 -0.27 0.38 -0.86
H 23.380 5.423 -12.152 -0.51 0.03 -0.06
C 27.060 5.180 -15.598 -1.09 0.10 1.88
H 23.013 3.448 -13.860 0.11 0.06 0.20
H 22.825 -2.459 -12.047 -0.31 0.07 -0.09
F 24.265 -0.226 -20.236 -0.31 0.61 1.20
O 22.136 0.041 -12.617 -2.61 0.87 -2.54
O 22.623 4.778 -15.405 1.56 -0.96 -3.20
H 21.603 4.526 -13.669 0.04 0.06 -0.16
C 24.032 0.564 -19.147 0.78 0.39 -0.82
F 19.964 0.701 -13.926 0.50 0.86 -0.43
F 20.819 -0.560 -15.389 0.00 -0.94 -0.89
C 22.916 -1.739 -11.234 -0.02 -0.12 0.26
C 27.690 2.319 -12.199 -1.78 -0.60 -1.12
C 27.658 3.520 -17.184 -2.41 1.62 1.29
H 28.476 2.999 -11.872 0.04 0.33 0.20
H 28.274 6.996 -16.002 0.17 -0.79 -0.35
C 22.642 4.465 -13.990 0.91 0.04 0.51
```
Positions in Å, forces in eV/Å.

Calculated values
E_LUMO	0.2	eV
energy relative to the best compared isomer or geometry (same formula, charge and spin)	94.09	kcal per mole
orbital gap	6.947	eV
charge	0
max |F|	6.24	eV/Å



[4]
Below is 2 unconnected molecules or ions with the total composition C2H2Cl3I at a distorted geometry, with properties calculated with ωB97M-V/def2-TZVPD.

The geometry in XYZ format:
```
8
Properties=species:S:1:pos:R:3:forces:R:3
H -0.135 -0.639 -1.672 -0.26 1.63 -2.42
Cl 0.995 0.728 1.803 0.56 -0.19 0.22
Cl -1.710 1.321 1.249 0.16 -0.04 -0.67
I 1.682 -2.099 -0.370 -1.02 0.28 -0.28
C -0.131 1.018 0.564 -0.11 0.28 -0.24
H -0.963 -1.237 -0.063 0.75 -0.32 -1.24
Cl 0.437 2.144 -0.655 -0.44 -0.34 0.39
C -0.175 -1.236 -0.857 0.36 -1.29 4.24
```
Positions in Å, forces in eV/Å.

Calculated values
E_LUMO (spin up / spin down)	-0.5 / -1.1	eV
energy relative to the best compared isomer or geometry (same formula, charge and spin)	77.47	kcal per mole
orbital gap (spin up / spin down)	8.498 / 7.468	eV
charge	0
max |F|	4.44	eV/Å



[5]
Below is 2 unconnected molecules or ions with the total composition C4H10 at a distorted geometry, with properties calculated with ωB97M-V/def2-TZVPD.

The geometry in XYZ format:
```
14
Properties=species:S:1:pos:R:3:forces:R:3
H 0.928 -4.446 -2.457 0.16 -0.37 -0.53
H 1.728 -3.359 -0.445 -0.38 0.26 -0.30
C 0.233 -3.717 -2.065 -1.17 -1.27 0.55
H 0.001 -1.128 -1.485 -3.90 2.42 -3.41
C 0.656 -1.579 -0.936 4.51 -2.09 4.10
H -0.587 -4.426 -1.519 1.40 1.63 -1.00
C 0.992 -2.863 -1.093 -0.80 0.61 0.03
H -0.968 6.531 4.380 -0.72 -0.26 -1.44
H -1.189 7.606 3.051 0.50 0.62 -0.53
H -0.980 5.934 2.696 0.45 -1.84 -1.58
H -0.218 -3.138 -2.914 0.26 -0.55 0.98
H -2.523 6.688 3.456 0.36 -0.99 -0.34
C -1.432 6.600 3.330 -0.59 2.46 3.88
H 1.110 -0.906 -0.178 -0.09 -0.63 -0.40
```
Positions in Å, forces in eV/Å.

Calculated values
E_LUMO (spin up / spin down)	2.9 / 2.9	eV
spin multiplicity	2
energy relative to the best compared isomer or geometry (same formula, charge and spin)	38.82	kcal per mole
orbital gap (spin up / spin down)	1.317 / 8.405	eV
charge	-1
⟨S²⟩	0.7504
max |F|	6.44	eV/Å



[6]
Below is a gas-phase ion, CH2NO2 (charge -1) at a distorted geometry, with properties calculated with ωB97M-V/def2-TZVPD.

The geometry in XYZ format:
```
6
Properties=species:S:1:pos:R:3:forces:R:3
N 0.971 0.150 -0.369 3.15 -1.74 -0.09
C -0.429 0.242 -0.067 -0.60 -3.42 2.94
O 1.630 -0.909 -0.186 -2.09 1.85 -0.52
O -1.015 1.302 -0.325 -1.17 1.86 -0.79
H -0.155 0.006 1.183 -0.32 0.51 -1.32
H -1.002 -0.790 -0.235 1.02 0.94 -0.22
```
Positions in Å, forces in eV/Å.

Calculated values
E_LUMO (spin up / spin down)	4.8 / 4.8	eV
energy relative to the best compared isomer or geometry (same formula, charge and spin)	113.10	kcal per mole
orbital gap (spin up / spin down)	7.730 / 7.728	eV
charge	-1
max |F|	4.55	eV/Å
structure (SMILES)	O=NC[O-]